Entry 1:
C5H13NO | ωB97M-V/def2-TZVPD

Last columns: bonded neighbours and bond lengths (Å).
Cartesian coordinates (Å):
1 C 0.198 0.155 -1.985  C2 1.348, H7 1.083, H8 1.079
2 C -0.101 0.097 -0.672  C1 1.348, C3 1.520, N5 1.377
3 C -1.321 -0.693 -0.229  C2 1.520, C4 1.525, H9 1.098, H10 1.086
4 C -2.504 0.140 0.254  C3 1.525, H11 1.089, H12 1.087, H13 1.088
5 N 0.471 0.965 0.231  C2 1.377, C6 1.448, H14 1.005
6 C 0.394 0.889 1.674  N5 1.448, H15 1.084, H16 1.095, H17 1.085
7 H 0.625 1.059 -2.403  C1 1.083
8 H -0.350 -0.503 -2.640  C1 1.079
9 H -0.985 -1.355 0.581  C3 1.098
10 H -1.616 -1.329 -1.058  C3 1.086
11 H -3.015 0.622 -0.578  C4 1.089
12 H -2.212 0.923 0.950  C4 1.087
13 H -3.201 -0.518 0.768  C4 1.088
14 H 1.006 1.718 -0.167  N5 1.005
15 H -0.616 0.675 2.008  C6 1.084
16 H 1.035 0.101 2.083  C6 1.095
17 H 0.689 1.841 2.103  C6 1.085
18 O 2.531 -1.286 0.347  H19 0.969, H20 0.958
19 H 1.623 -0.991 0.180  O18 0.969
20 H 2.659 -2.091 -0.156  O18 0.958

Summary:
Relative energy (zero: lowest compared OMol25 entry of this formula, charge and spin), eV: 1.571
Max |F|, hartree/bohr: 0.0316
Frontier orbital gap, eV: 8.837
Multiplicity: 1
LUMO level, eV: 1.0

Atomic partial charges in e from the Löwdin method, atoms 1 to 5: number 1, C, carries 0.03; number 2, C, carries -0.43; number 3, C, carries -0.21; number 4, C, carries -0.09; number 5, N, carries -0.05

Entry 2:
C5H13NO | ωB97M-V/def2-TZVPD

Last columns: bonded neighbours and bond lengths (Å).
Cartesian coordinates (Å):
1 C 0.461 -0.777 -0.095  C2 1.385, N6 1.362, H9 1.083
2 C 0.023 0.535 -0.148  C1 1.385, C4 1.495, H10 1.083
3 C -1.809 -1.018 -0.571  O7 1.404, H13 1.094, H14 1.088
4 C -0.650 1.257 0.975  C2 1.495, H15 1.091, H16 1.092, H17 1.092
5 C 2.184 1.077 0.317  H18 1.089, H19 1.089, H20 1.089
6 N 1.002 -1.464 -1.140  C1 1.362, H11 1.006, H12 1.009
7 O -2.971 -0.516 0.035  C3 1.404, H8 0.964
8 H -3.009 -0.838 0.942  O7 0.964
9 H 0.568 -1.249 0.875  C1 1.083
10 H -0.011 1.010 -1.121  C2 1.083
11 H 1.704 -2.156 -0.939  N6 1.006
12 H 1.116 -0.979 -2.017  N6 1.009
13 H -1.703 -2.096 -0.417  C3 1.094
14 H -1.826 -0.782 -1.633  C3 1.088
15 H -0.180 2.226 1.148  C4 1.091
16 H -1.697 1.449 0.729  C4 1.092
17 H -0.594 0.688 1.905  C4 1.092
18 H 2.930 0.588 -0.308  C5 1.089
19 H 2.358 0.904 1.378  C5 1.089
20 H 2.105 2.139 0.085  C5 1.089

Summary:
Relative energy (zero: lowest compared OMol25 entry of this formula, charge and spin), eV: 6.111
Max |F|, hartree/bohr: 0.0563
Frontier orbital gap (spin up / spin down), eV: 6.924 / 6.864
Multiplicity: 1
LUMO level (spin up / spin down), eV: 0.9 / 0.9

Atomic partial charges in e from the Löwdin method, atoms 1 to 5: number 1, C, carries -0.30; number 2, C, carries -0.25; number 3, C, carries -0.16; number 4, C, carries -0.09; number 5, C, carries -0.06

Entry 3:
C5H13NO | ωB97M-V/def2-TZVPD

Last columns: bonded neighbours and bond lengths (Å).
Cartesian coordinates (Å):
1 C -1.470 -1.603 0.215  C2 1.554, H8 1.103, H9 1.082, H10 1.047
2 C -0.457 -0.798 -0.644  C1 1.554, C3 1.524, H11 1.125, H12 1.103
3 C 0.654 0.064 -0.056  C2 1.524, C4 1.472, N6 1.507, H13 1.180
4 C 1.513 0.408 -1.202  C3 1.472, O5 1.443, H14 1.171, H15 1.064
5 O 2.286 -0.653 -1.801  C4 1.443, H16 0.925
6 N 0.244 1.358 0.598  C3 1.507, C7 1.515, H17 0.964
7 C -0.928 1.325 1.558  N6 1.515, H18 1.127, H19 1.091, H20 1.018
8 H -0.887 -1.921 1.095  C1 1.103
9 H -2.178 -0.846 0.528  C1 1.082
10 H -1.934 -2.455 -0.179  C1 1.047
11 H 0.158 -1.500 -1.272  C2 1.125
12 H -1.104 -0.172 -1.281  C2 1.103
13 H 1.075 -0.375 0.955  C3 1.180
14 H 2.183 1.258 -0.756  C4 1.171
15 H 0.873 0.843 -1.934  C4 1.064
16 H 2.609 -0.534 -2.659  O5 0.925
17 H 0.980 1.557 1.189  N6 0.964
18 H -1.292 2.356 1.829  C7 1.127
19 H -0.656 0.992 2.560  C7 1.091
20 H -1.668 0.695 1.255  C7 1.018

Summary:
Relative energy (zero: lowest compared OMol25 entry of this formula, charge and spin), eV: 2.829
Max |F|, hartree/bohr: 0.0924
Frontier orbital gap, eV: 9.790
Multiplicity: 1
LUMO level, eV: 1.0

Atomic partial charges in e from the Löwdin method, atoms 1 to 5: number 1, C, carries -0.09; number 2, C, carries -0.21; number 3, C, carries -0.38; number 4, C, carries -0.24; number 5, O, carries -0.04

Entry 4:
C5H13NO | ωB97M-V/def2-TZVPD

Last columns: bonded neighbours and bond lengths (Å).
Cartesian coordinates (Å):
1 C 1.610 0.748 2.163  C2 1.543, H6 1.088, H7 1.087, H8 1.086
2 C 1.176 0.986 0.702  C1 1.543, C3 1.512, H9 1.094, H10 1.091
3 C -0.199 1.586 0.510  C2 1.512, N4 1.375, O5 1.207
4 N -0.570 2.472 1.494  C3 1.375, H11 1.012, H12 1.017
5 O -0.875 1.344 -0.460  C3 1.207
6 H 1.514 1.665 2.742  C1 1.088
7 H 2.656 0.453 2.152  C1 1.087
8 H 1.047 -0.060 2.619  C1 1.086
9 H 1.881 1.730 0.318  C2 1.094
10 H 1.376 0.117 0.074  C2 1.091
11 H -1.558 2.686 1.533  N4 1.012
12 H -0.250 2.177 2.413  N4 1.017
13 C -0.719 -2.133 -2.713  C14 1.536, H15 1.095, H16 1.102, H17 1.095
14 C -1.269 -1.867 -1.304  C13 1.536, H18 1.083, H19 1.086, H20 1.055
15 H -0.938 -3.143 -3.072  C13 1.095
16 H -1.108 -1.441 -3.477  C13 1.102
17 H 0.350 -1.916 -2.801  C13 1.095
18 H -0.436 -1.933 -0.616  C14 1.083
19 H -2.037 -2.586 -1.033  C14 1.086
20 H -1.652 -0.885 -1.244  C14 1.055

Summary:
Relative energy (zero: lowest compared OMol25 entry of this formula, charge and spin), eV: 0.353
Max |F|, hartree/bohr: 0.0262
Frontier orbital gap, eV: 10.664
Multiplicity: 1
LUMO level, eV: 0.8

Atomic partial charges in e from the Löwdin method, atoms 1 to 5: number 1, C, carries -0.10; number 2, C, carries -0.16; number 3, C, carries -0.55; number 4, N, carries 0.15; number 5, O, carries 0.06

Entry 5:
C5H13NO | ωB97M-V/def2-TZVPD

Last columns: bonded neighbours and bond lengths (Å).
Cartesian coordinates (Å):
1 C -0.750 -0.726 -2.185  C2 1.508, H8 1.085, H9 1.084, H10 1.090
2 C 0.260 -0.787 -1.067  C1 1.508, N3 1.483, H11 1.090, H12 1.107
3 N -0.208 -0.132 0.179  C2 1.483, C4 1.437, C5 1.441
4 C -1.302 -0.840 0.785  N3 1.437, H13 1.102, H14 1.081, H15 1.087
5 C 0.879 0.152 1.081  N3 1.441, C6 1.552, H16 1.096, H17 1.093
6 C 1.084 1.665 1.361  C5 1.552, O7 1.408, H18 1.099, H19 1.073
7 O 0.315 2.478 0.508  C6 1.408, H20 0.972
8 H -0.822 0.326 -2.440  C1 1.085
9 H -1.764 -1.011 -1.934  C1 1.084
10 H -0.343 -1.112 -3.119  C1 1.090
11 H 1.137 -0.226 -1.389  C2 1.090
12 H 0.550 -1.813 -0.768  C2 1.107
13 H -0.972 -1.741 1.326  C4 1.102
14 H -1.802 -0.222 1.518  C4 1.081
15 H -2.031 -1.163 0.047  C4 1.087
16 H 0.675 -0.301 2.058  C5 1.096
17 H 1.807 -0.341 0.783  C5 1.093
18 H 2.154 1.855 1.202  C6 1.099
19 H 0.891 1.966 2.373  C6 1.073
20 H 0.241 1.972 -0.319  O7 0.972

Summary:
Relative energy (zero: lowest compared OMol25 entry of this formula, charge and spin), eV: 1.740
Max |F|, hartree/bohr: 0.0288
Frontier orbital gap, eV: 9.700
Multiplicity: 1
LUMO level, eV: 1.0

Atomic partial charges in e from the Löwdin method, atoms 1 to 5: number 1, C, carries -0.09; number 2, C, carries -0.26; number 3, N, carries -0.25; number 4, C, carries -0.09; number 5, C, carries -0.19

Entry 6:
C5H13NO | ωB97M-V/def2-TZVPD

Last columns: bonded neighbours and bond lengths (Å).
Cartesian coordinates (Å):
1 C 0.686 -0.722 -1.687  C2 1.359, H7 1.091, H8 1.110
2 C -0.058 -1.065 -0.602  C1 1.359, N3 1.442, C4 1.542
3 N 0.230 -2.154 0.298  C2 1.442, H9 0.983, H10 1.001
4 C -1.404 -0.382 -0.289  C2 1.542, C5 1.551, H11 1.138, H12 1.153
5 C -1.281 0.952 0.495  C4 1.551, C6 1.565, H13 1.183, H14 1.158
6 C -0.449 0.884 1.819  C5 1.565, H15 1.117, H16 1.128, H17 1.119
7 H 0.384 0.164 -2.249  C1 1.091
8 H 1.446 -1.297 -2.256  C1 1.110
9 H 0.279 -1.862 1.235  N3 0.983
10 H 0.916 -2.796 -0.048  N3 1.001
11 H -1.801 -0.236 -1.345  C4 1.138
12 H -1.946 -1.200 0.318  C4 1.153
13 H -0.896 1.744 -0.294  C5 1.183
14 H -2.296 1.364 0.869  C5 1.158
15 H -1.158 0.778 2.676  C6 1.117
16 H 0.276 0.035 1.983  C6 1.128
17 H 0.234 1.754 1.988  C6 1.119
18 O 2.187 1.477 -0.691  H19 0.964, H20 0.974
19 H 3.005 1.774 -1.105  O18 0.964
20 H 1.647 0.786 -1.115  O18 0.974

Summary:
Relative energy (zero: lowest compared OMol25 entry of this formula, charge and spin), eV: 2.209
Max |F|, hartree/bohr: 0.0601
Frontier orbital gap, eV: 9.597
Multiplicity: 1
LUMO level, eV: 1.0

Atomic partial charges in e from the Löwdin method, atoms 1 to 5: number 1, C, carries -0.03; number 2, C, carries -0.38; number 3, N, carries 0.08; number 4, C, carries -0.18; number 5, C, carries -0.25

Entry 7:
C5H13NO | ωB97M-V/def2-TZVPD

Last columns: bonded neighbours and bond lengths (Å).
Cartesian coordinates (Å):
1 C 0.060 1.573 -2.335  C2 1.322, H7 1.076, H8 1.089
2 C -0.374 1.728 -1.097  C1 1.322, C3 1.521, H9 1.087
3 C -1.079 0.646 -0.293  C2 1.521, C4 1.524, H10 1.093, H11 1.085
4 C -0.300 -0.662 -0.226  C3 1.524, C5 1.523, H12 1.081, H13 1.098
5 C 1.196 -0.521 0.025  C4 1.523, N6 1.462, H14 1.083, H15 1.105
6 N 1.783 -1.644 0.754  C5 1.462, H16 1.010, H17 1.007
7 H 0.580 2.275 -2.963  C1 1.076
8 H -0.040 0.593 -2.801  C1 1.089
9 H -0.269 2.705 -0.630  C2 1.087
10 H -1.982 0.543 -0.900  C3 1.093
11 H -1.369 0.978 0.698  C3 1.085
12 H -0.612 -1.414 0.486  C4 1.081
13 H -0.600 -1.209 -1.129  C4 1.098
14 H 1.761 -0.303 -0.873  C5 1.083
15 H 1.300 0.442 0.558  C5 1.105
16 H 1.173 -1.835 1.535  N6 1.010
17 H 2.735 -1.428 1.003  N6 1.007
18 O -1.591 -0.651 2.510  H19 0.961, H20 0.967
19 H -1.429 -0.504 3.446  O18 0.961
20 H -0.943 -1.314 2.234  O18 0.967

Summary:
Relative energy (zero: lowest compared OMol25 entry of this formula, charge and spin), eV: 2.023
Max |F|, hartree/bohr: 0.0299
Frontier orbital gap, eV: 9.906
Multiplicity: 1
LUMO level, eV: 0.7

Atomic partial charges in e from the Löwdin method, atoms 1 to 5: number 1, C, carries -0.01; number 2, C, carries -0.19; number 3, C, carries -0.20; number 4, C, carries -0.22; number 5, C, carries -0.30

Entry 8:
C5H13NO | ωB97M-V/def2-TZVPD

Last columns: bonded neighbours and bond lengths (Å).
Cartesian coordinates (Å):
1 C 1.519 1.317 -0.166  N2 1.436, H7 1.085, H8 1.098, H9 1.102
2 N 2.807 0.796 0.198  C1 1.436, H10 1.060, H18 1.008
3 C -1.948 0.617 -1.389  C6 1.361, H11 1.080, H12 1.082
4 C -1.046 -1.511 0.592  C5 1.483, H13 1.100, H14 1.095, H15 1.090
5 C -1.730 -0.268 1.024  C4 1.483, C6 1.419, H16 1.081
6 C -2.137 0.574 -0.042  C3 1.361, C5 1.419, H17 1.094
7 H 0.682 0.672 0.080  C1 1.085
8 H 1.401 2.309 0.288  C1 1.098
9 H 1.479 1.525 -1.248  C1 1.102
10 H 2.773 -0.263 0.184  N2 1.060
11 H -2.520 1.348 -1.942  C3 1.080
12 H -1.406 -0.158 -1.914  C3 1.082
13 H -0.269 -1.776 1.324  C4 1.100
14 H -1.685 -2.388 0.443  C4 1.095
15 H -0.460 -1.305 -0.303  C4 1.090
16 H -1.971 0.021 2.038  C5 1.081
17 H -2.898 1.285 0.295  C6 1.094
18 H 3.193 1.132 1.067  N2 1.008
19 H 2.396 -2.207 -0.570  O20 0.974
20 O 1.819 -1.719 0.043  H19 0.974

Summary:
Relative energy (zero: lowest compared OMol25 entry of this formula, charge and spin), eV: 6.958
Max |F|, hartree/bohr: 0.0665
Frontier orbital gap, eV: 3.894
Multiplicity: 1
LUMO level, eV: -3.3

Atomic partial charges in e from the Löwdin method, atoms 1 to 5: number 1, C, carries -0.23; number 2, N, carries -0.07; number 3, C, carries 0.13; number 4, C, carries -0.10; number 5, C, carries 0.03

no.,E_tot (eV)
1,-8932.440
2,-8927.900
3,-8931.181
4,-8933.658
5,-8932.271
6,-8931.802
7,-8931.988
8,-8927.053